[1]
Density functional theory data (ωB97M-V/def2-TZVPD) for a molecular structure, C10H11N3O4PtS in a non-equilibrium geometry.

The calculation puts the lowest unoccupied orbital energy at -0.0131 Eh. As for the spin multiplicity: 1. The calculation puts the relative energy (zero: lowest compared OMol25 entry of this formula, charge and spin) at 55.9 kJ/mol. Its charge is 0. As for the gap between HOMO and LUMO: 0.301 hartree.

Positions of all 30 atoms, in Å:
Pt  -0.68355  0.40756  0.05295
O  -0.55641  -1.12135  -3.74464
C  -0.57891  -0.87357  -2.56185
O  -0.30996  0.26959  -2.00337
C  -0.86990  -1.96484  -1.56487
C  -1.13244  -3.28627  -1.85990
C  -1.31844  -4.17183  -0.80342
C  -1.21277  -3.72165  0.50853
C  -0.95142  -2.38386  0.72006
N  -0.79883  -1.55939  -0.30530
C  -0.74598  -1.71762  2.05668
O  -0.79295  -2.36972  3.07382
O  -0.46899  -0.45217  1.95702
H  -1.18540  -3.58595  -2.89676
H  -1.54998  -5.20990  -1.00158
H  -1.32515  -4.36878  1.36654
C  0.80782  2.18222  2.93816
N  1.44541  2.31465  1.63216
C  0.80076  2.53640  0.48050
S  -0.92127  2.71333  0.43892
N  1.55517  2.78892  -0.59504
C  1.05052  3.05906  -1.93936
H  1.59005  2.24497  3.69215
H  0.29352  1.22903  3.04060
H  0.10550  2.99811  3.08466
H  2.41448  2.04355  1.57523
H  2.53973  2.58194  -0.52161
H  0.70437  2.15197  -2.42592
H  1.86428  3.49641  -2.51409
H  0.23072  3.76920  -1.88026

natural (NBO) analysis output, partial charges in e: atom 1 (Pt): 0.875, atom 2 (O): -0.595, atom 3 (C): 0.744, atom 4 (O): -0.742, atom 5 (C): 0.106, atom 6 (C): -0.194, atom 7 (C): -0.151, atom 8 (C): -0.192, atom 9 (C): 0.099, atom 10 (N): -0.405, atom 11 (C): 0.745, atom 12 (O): -0.596, atom 13 (O): -0.744, atom 14 (H): 0.254, atom 15 (H): 0.229, atom 16 (H): 0.254, atom 17 (C): -0.428, atom 18 (N): -0.573, atom 19 (C): 0.347, atom 20 (S): -0.173, atom 21 (N): -0.568, atom 22 (C): -0.428, atom 23 (H): 0.206, atom 24 (H): 0.254, atom 25 (H): 0.218, atom 26 (H): 0.391, atom 27 (H): 0.389, atom 28 (H): 0.251, atom 29 (H): 0.205, atom 30 (H): 0.224

[2]
Density functional theory data (ωB97M-V/def2-TZVPD) for a molecular structure, C17H7BrCl68O2P2SSi2.

The calculation puts the lowest unoccupied orbital energy at -0.0143 Eh. As for the spin multiplicity: 1. Its charge is 0. As for the gap between HOMO and LUMO: 0.310 hartree.

Positions of all 100 atoms, in Å:
O  6.12781  1.71380  6.90902
P  4.97191  2.12524  5.79195
Br  4.87403  4.31525  6.12207
Si  3.10358  1.65656  7.04426
O  1.87740  2.67374  6.68456
Si  0.24752  2.27620  6.62415
P  2.59066  -0.50004  6.56297
S  1.65953  -0.68178  4.85362
H  5.89351  0.93732  7.42721
H  3.46393  1.72503  8.48821
H  0.04867  1.12910  7.53005
H  -0.51441  3.43611  7.11458
H  -0.14651  2.00146  5.23785
H  1.93977  -1.05671  7.68138
H  3.84702  -1.14480  6.60867
C  -0.33543  -3.98411  2.20812
Cl  -0.04855  -5.27792  1.04264
Cl  0.73291  -4.20857  3.59751
Cl  -0.01209  -2.41813  1.46310
Cl  -2.01979  -4.03191  2.74341
C  -2.70268  -6.61887  6.62101
Cl  -2.10709  -6.35880  8.26540
Cl  -1.63196  -5.82848  5.46897
Cl  -2.76609  -8.34888  6.27771
Cl  -4.32200  -5.92128  6.47052
C  1.46259  0.37085  -1.30917
Cl  1.70038  -1.31238  -1.79459
Cl  0.45869  1.18223  -2.51353
Cl  0.63859  0.42889  0.25542
Cl  3.02513  1.17562  -1.18207
C  -3.54670  -1.00402  7.22910
Cl  -4.62771  0.04805  6.30834
Cl  -1.87659  -0.67833  6.74630
Cl  -3.72990  -0.66950  8.95680
Cl  -3.95408  -2.69313  6.91965
C  1.41433  -8.09393  -1.43689
Cl  1.82133  -9.36742  -2.59070
Cl  2.36567  -8.30488  0.03691
Cl  1.76966  -6.51691  -2.14791
Cl  -0.30871  -8.18296  -1.04809
C  3.94562  4.95590  0.97650
Cl  4.05632  6.59652  0.32443
Cl  4.21615  4.98492  2.72126
Cl  2.33711  4.30900  0.65923
Cl  5.16565  3.93710  0.20285
C  -1.29449  5.04521  2.02475
Cl  -0.95603  3.81428  0.80300
Cl  -0.17153  4.87065  3.37797
Cl  -1.09026  6.65216  1.31421
Cl  -2.95935  4.85287  2.58179
C  0.67703  -10.82448  3.03643
Cl  2.39840  -10.50086  2.79673
Cl  -0.11534  -10.98769  1.46829
Cl  0.48671  -12.32416  3.95340
Cl  -0.05041  -9.49223  3.93898
C  -0.40282  -4.92044  -5.04422
Cl  -1.31278  -6.18436  -4.21411
Cl  1.08887  -5.59017  -5.71476
Cl  -1.38485  -4.25569  -6.35277
Cl  0.01682  -3.63451  -3.90526
C  -2.54474  7.06572  6.35411
Cl  -2.02389  7.34302  4.69409
Cl  -3.61724  8.36989  6.87139
Cl  -3.41230  5.52513  6.44370
Cl  -1.13086  7.00812  7.41433
C  -3.18196  3.13464  -2.75952
Cl  -4.83571  3.39663  -3.34227
Cl  -2.35754  4.67979  -2.56607
Cl  -3.23768  2.28594  -1.21147
Cl  -2.28980  2.14717  -3.91679
C  1.01537  6.68964  -3.37722
Cl  1.29826  5.02185  -3.88188
Cl  0.02285  7.51243  -4.58439
Cl  0.17940  6.70944  -1.81799
Cl  2.56715  7.52099  -3.21683
C  -4.47663  1.34809  -7.83616
Cl  -2.72531  1.45873  -8.08961
Cl  -4.95003  -0.35442  -7.80894
Cl  -4.88195  2.10652  -6.29839
Cl  -5.31394  2.18342  -9.14487
C  4.26862  2.30972  -5.53439
Cl  4.88795  3.84002  -4.90789
Cl  5.27094  0.97950  -4.94249
Cl  2.60936  2.07837  -4.97184
Cl  4.29990  2.33364  -7.29972
C  -3.80580  -1.59655  -3.94770
Cl  -4.91633  -0.24997  -3.69455
Cl  -2.50013  -1.09572  -5.03322
Cl  -3.11518  -2.09523  -2.39871
Cl  -4.67633  -2.95209  -4.67415
C  4.99618  -4.35412  -7.70125
Cl  4.16896  -5.69130  -6.89196
Cl  6.50892  -4.93558  -8.40122
Cl  3.95886  -3.71363  -8.97900
Cl  5.33695  -3.08013  -6.52607
C  -3.48383  6.35333  -9.64773
Cl  -1.99064  7.27389  -9.86245
Cl  -4.37848  6.99882  -8.26631
Cl  -4.47394  6.49222  -11.10635
Cl  -3.10464  4.65633  -9.35541

Results of the Löwdin charge analysis, in e, for atoms 1 through 99: atom 1 (O): -0.470, atom 2 (P): 0.349, atom 3 (Br): 0.245, atom 4 (Si): 0.123, atom 5 (O): -0.546, atom 6 (Si): 0.480, atom 7 (P): 0.127, atom 8 (S): 0.047, atom 9 (H): 0.024, atom 10 (H): -0.020, atom 11 (H): -0.081, atom 12 (H): -0.060, atom 13 (H): -0.059, atom 14 (H): -0.056, atom 15 (H): -0.065, atom 16 (C): -2.034, atom 17 (Cl): 0.514, atom 18 (Cl): 0.501, atom 19 (Cl): 0.490, atom 20 (Cl): 0.509, atom 21 (C): -2.046, atom 22 (Cl): 0.528, atom 23 (Cl): 0.489, atom 24 (Cl): 0.524, atom 25 (Cl): 0.503, atom 26 (C): -2.018, atom 27 (Cl): 0.521, atom 28 (Cl): 0.483, atom 29 (Cl): 0.502, atom 30 (Cl): 0.524, atom 31 (C): -2.044, atom 32 (Cl): 0.525, atom 33 (Cl): 0.504, atom 34 (Cl): 0.523, atom 35 (Cl): 0.500, atom 36 (C): -2.046, atom 37 (Cl): 0.534, atom 38 (Cl): 0.510, atom 39 (Cl): 0.506, atom 40 (Cl): 0.497, atom 41 (C): -2.039, atom 42 (Cl): 0.521, atom 43 (Cl): 0.491, atom 44 (Cl): 0.484, atom 45 (Cl): 0.521, atom 46 (C): -2.026, atom 47 (Cl): 0.476, atom 48 (Cl): 0.508, atom 49 (Cl): 0.513, atom 50 (Cl): 0.523, atom 51 (C): -2.055, atom 52 (Cl): 0.507, atom 53 (Cl): 0.516, atom 54 (Cl): 0.525, atom 55 (Cl): 0.510, atom 56 (C): -2.039, atom 57 (Cl): 0.522, atom 58 (Cl): 0.493, atom 59 (Cl): 0.521, atom 60 (Cl): 0.487, atom 61 (C): -2.047, atom 62 (Cl): 0.497, atom 63 (Cl): 0.530, atom 64 (Cl): 0.509, atom 65 (Cl): 0.520, atom 66 (C): -2.014, atom 67 (Cl): 0.512, atom 68 (Cl): 0.516, atom 69 (Cl): 0.517, atom 70 (Cl): 0.469, atom 71 (C): -2.041, atom 72 (Cl): 0.496, atom 73 (Cl): 0.533, atom 74 (Cl): 0.473, atom 75 (Cl): 0.524, atom 76 (C): -2.036, atom 77 (Cl): 0.505, atom 78 (Cl): 0.525, atom 79 (Cl): 0.482, atom 80 (Cl): 0.517, atom 81 (C): -2.049, atom 82 (Cl): 0.524, atom 83 (Cl): 0.519, atom 84 (Cl): 0.479, atom 85 (Cl): 0.531, atom 86 (C): -2.028, atom 87 (Cl): 0.507, atom 88 (Cl): 0.474, atom 89 (Cl): 0.528, atom 90 (Cl): 0.527, atom 91 (C): -2.058, atom 92 (Cl): 0.496, atom 93 (Cl): 0.527, atom 94 (Cl): 0.525, atom 95 (Cl): 0.518, atom 96 (C): -2.055, atom 97 (Cl): 0.521, atom 98 (Cl): 0.521, atom 99 (Cl): 0.521

[3]
Density functional theory data (ωB97M-V/def2-TZVPD) for a molecular structure, C26H28BF2LaN7O3 in a non-equilibrium geometry.

The calculation puts the lowest unoccupied orbital energy at -0.1054 Eh. As for the spin multiplicity: 1. The calculation puts the relative energy (zero: lowest compared OMol25 entry of this formula, charge and spin) at 136.1 kJ/mol. Its charge is +1. As for the gap between HOMO and LUMO: 0.281 hartree.

Positions of all 68 atoms, in Å:
La  -0.87086  -0.72070  -0.19903
C  1.33321  -4.78511  -0.16077
C  2.38220  -4.66192  -1.07503
C  2.33796  -3.65807  -2.00853
C  1.24799  -2.76310  -2.03064
N  0.25675  -2.86657  -1.11761
C  0.30992  -3.87320  -0.22682
N  1.20897  -1.89686  -3.08154
C  0.56996  -0.79593  -3.26003
N  -0.13350  -0.00913  -2.36816
C  -0.61371  1.08526  -3.05683
N  -1.30374  2.08787  -2.64485
C  -2.00844  2.29789  -1.50005
C  -2.34832  3.64020  -1.22514
C  -3.22915  3.92970  -0.21618
C  -3.78594  2.88013  0.51983
C  -3.38701  1.60068  0.22247
N  -2.49147  1.29279  -0.73441
C  -0.16478  1.02101  -4.46228
C  -0.34632  1.87561  -5.53000
C  0.23319  1.51487  -6.74210
C  0.96915  0.34077  -6.86776
C  1.15135  -0.51319  -5.78531
C  0.56937  -0.15047  -4.58819
H  1.31071  -5.58262  0.56824
H  3.20254  -5.36800  -1.06156
H  3.10525  -3.54250  -2.75985
H  -0.53304  -3.94247  0.45596
H  -1.92524  4.40700  -1.85747
H  -3.52226  4.95249  -0.01529
H  -4.52814  3.05882  1.28514
H  -3.81088  0.75567  0.75812
H  -0.91696  2.78838  -5.42259
H  0.11149  2.16333  -7.59985
H  1.40999  0.08781  -7.82316
H  1.72656  -1.42584  -5.86651
C  -1.75791  3.00803  4.22893
N  -1.15472  2.85093  2.91107
C  -0.78880  4.07315  2.20752
C  -0.85425  1.66143  2.39653
O  -0.36889  1.50132  1.26995
C  -1.11622  0.41931  3.25587
O  -0.37740  -0.66328  2.72403
C  0.93922  -0.75389  3.22870
C  1.82312  -1.34584  2.13804
O  1.46773  -1.24615  0.96061
N  2.97254  -1.90223  2.51335
C  3.86865  -2.47439  1.51280
C  3.37948  -2.04383  3.90813
H  -2.22082  3.98957  4.27968
H  -1.01354  2.94405  5.02673
H  -2.53309  2.26297  4.40172
H  -1.66114  4.71342  2.08257
H  -0.38890  3.82082  1.23096
H  -0.03340  4.61434  2.78072
H  -2.16812  0.13100  3.19094
H  -0.85622  0.59320  4.30116
H  0.94529  -1.36992  4.12940
H  1.33681  0.23899  3.46806
H  3.47912  -2.27298  0.52100
H  3.94220  -3.55355  1.65567
H  4.85969  -2.03208  1.61122
H  3.23593  -1.11938  4.46563
H  4.43854  -2.28286  3.92620
H  2.83911  -2.85374  4.40252
F  -3.87007  -2.41689  0.04913
B  -2.81728  -1.85154  0.67458
F  -3.06347  -1.86462  2.02439

natural (NBO) analysis output, partial charges in e: atom 1 (La): 2.108, atom 2 (C): -0.282, atom 3 (C): -0.145, atom 4 (C): -0.236, atom 5 (C): 0.395, atom 6 (N): -0.602, atom 7 (C): 0.052, atom 8 (N): -0.525, atom 9 (C): 0.500, atom 10 (N): -0.820, atom 11 (C): 0.480, atom 12 (N): -0.526, atom 13 (C): 0.395, atom 14 (C): -0.235, atom 15 (C): -0.151, atom 16 (C): -0.287, atom 17 (C): 0.040, atom 18 (N): -0.598, atom 19 (C): -0.022, atom 20 (C): -0.188, atom 21 (C): -0.189, atom 22 (C): -0.191, atom 23 (C): -0.157, atom 24 (C): -0.106, atom 25 (H): 0.233, atom 26 (H): 0.229, atom 27 (H): 0.241, atom 28 (H): 0.205, atom 29 (H): 0.241, atom 30 (H): 0.228, atom 31 (H): 0.232, atom 32 (H): 0.207, atom 33 (H): 0.234, atom 34 (H): 0.224, atom 35 (H): 0.224, atom 36 (H): 0.233, atom 37 (C): -0.419, atom 38 (N): -0.394, atom 39 (C): -0.419, atom 40 (C): 0.675, atom 41 (O): -0.698, atom 42 (C): -0.172, atom 43 (O): -0.527, atom 44 (C): -0.154, atom 45 (C): 0.692, atom 46 (O): -0.700, atom 47 (N): -0.388, atom 48 (C): -0.419, atom 49 (C): -0.420, atom 50 (H): 0.231, atom 51 (H): 0.208, atom 52 (H): 0.216, atom 53 (H): 0.210, atom 54 (H): 0.249, atom 55 (H): 0.210, atom 56 (H): 0.251, atom 57 (H): 0.207, atom 58 (H): 0.210, atom 59 (H): 0.208, atom 60 (H): 0.248, atom 61 (H): 0.209, atom 62 (H): 0.212, atom 63 (H): 0.211, atom 64 (H): 0.232, atom 65 (H): 0.213, atom 66 (F): -0.506, atom 67 (B): 0.409, atom 68 (F): -0.528

[4]
Density functional theory data (ωB97M-V/def2-TZVPD) for a single C2HF2P molecule in a non-equilibrium geometry.

The calculation puts the lowest unoccupied orbital energy (alpha / beta) at -0.0533 / -0.0533 Eh. As for the spin multiplicity: 1. The calculation puts the relative energy (zero: lowest compared OMol25 entry of this formula, charge and spin) at 196.3 kJ/mol. Its charge is 0. Its SMILES is FC1=P(F)=C1. As for the gap between HOMO and LUMO (alpha / beta): 0.307 / 0.307 hartree.

Positions of all 6 atoms, in Å:
F  -0.82501  -1.52585  -0.48375
C  -0.33310  -0.28514  -0.20802
P  0.63176  0.19848  1.16794
F  2.01882  -0.80477  1.49320
C  -0.53177  0.92319  -0.65550
H  -0.96070  1.49409  -1.31387

natural (NBO) analysis output, partial charges in e: atom 1 (F): -0.335, atom 2 (C): -0.128, atom 3 (P): 1.132, atom 4 (F): -0.601, atom 5 (C): -0.265, atom 6 (H): 0.197

Which value of charge does entry 2 give? 0

What is the charge in the second record? 0

Which of these has the highest charge? C26H28BF2LaN7O3

What is the formula in the second record? C17H7BrCl68O2P2SSi2